Record 1
{"formula": "C13H44N2O9", "method": "ωB97M-V with the def2-TZVPD basis set", "elements": ["N", "C", "N", "O", "H", "H", "H", "H", "C", "C", "C", "O", "H", "H", "H", "H", "H", "H", "H", "H", "C", "C", "C", "O", "H", "H", "H", "H", "H", "H", "H", "H", "C", "C", "C", "O", "H", "H", "H", "H", "H", "H", "H", "H", "C", "C", "C", "O", "H", "H", "H", "H", "H", "H", "H", "H", "O", "H", "H", "O", "H", "H", "O", "H", "H", "O", "H", "H"], "xyz": [[0.0431, 5.0401, 13.4850], [0.6476, 4.9720, 12.2271], [0.6712, 6.1409, 11.5804], [1.2465, 3.9901, 11.8564], [-0.7858, 5.6952, 13.4325], [-0.3472, 4.1208, 13.6222], [0.3902, 6.9991, 11.9528], [1.3505, 6.1637, 10.8082], [3.2741, 4.6990, 18.9299], [1.9523, 5.2620, 18.4104], [0.7472, 4.7996, 19.1705], [1.8972, 6.7269, 18.3892], [4.0931, 5.1167, 18.2963], [3.3109, 3.5679, 18.9036], [3.5513, 4.8508, 19.9977], [1.8310, 4.9140, 17.4019], [0.6855, 4.8728, 20.2459], [0.6051, 3.7321, 19.0025], [-0.1969, 5.1997, 18.6612], [2.5136, 7.0131, 17.7594], [-2.0300, 9.4458, 18.2182], [-1.1674, 8.7324, 17.2229], [0.0945, 9.4597, 16.8037], [-1.1875, 7.4030, 17.7473], [-2.1910, 10.5063, 17.9814], [-1.5661, 9.4425, 19.2102], [-2.9965, 8.8972, 18.2378], [-1.8554, 8.5522, 16.3145], [-0.1826, 10.4060, 16.2856], [0.6784, 8.9267, 16.1047], [0.7364, 9.6505, 17.6446], [-0.4325, 7.1788, 18.2677], [1.3721, 13.9947, 14.4507], [0.1126, 13.2975, 14.9675], [-0.2781, 13.7489, 16.3239], [-0.9619, 13.4042, 13.9705], [1.2212, 15.1222, 14.4623], [1.5336, 13.6284, 13.4631], [2.2073, 13.8146, 15.1033], [0.3165, 12.2136, 14.9197], [0.4580, 13.3998, 17.0274], [-1.2618, 13.3047, 16.5788], [-0.3461, 14.8492, 16.3939], [-1.4349, 14.2389, 14.1982], [-4.1701, 12.6527, 12.5203], [-3.7385, 11.1745, 12.8773], [-4.4439, 10.2860, 11.8425], [-2.3457, 10.9045, 12.8316], [-5.1912, 12.6774, 12.0880], [-3.4496, 12.9765, 11.7979], [-4.0834, 13.2554, 13.4550], [-4.1002, 11.0214, 13.8820], [-4.0399, 9.2832, 11.8435], [-4.2550, 10.7682, 10.8664], [-5.5358, 10.1635, 12.0829], [-1.9256, 11.5110, 13.4688], [-2.3897, 5.3434, 16.1688], [-2.0994, 6.0238, 16.8348], [-2.9580, 4.6318, 16.4693], [-2.6537, 7.1488, 13.8102], [-2.9394, 6.4744, 13.2059], [-2.7778, 6.7598, 14.7075], [-0.2382, 8.5113, 13.0190], [-1.0516, 8.3440, 13.5466], [-0.3742, 9.4026, 12.7151], [2.1408, 7.5653, 14.5377], [1.9824, 6.7634, 15.0685], [1.3554, 7.7138, 13.9617]], "atomic_forces_ev_per_a": [[-2.3, 0.7, -0.5], [1.1, 0.4, 1.1], [1.3, -0.5, -2.7], [0.0, -0.9, -0.5], [1.3, -0.7, 0.5], [0.1, -0.3, 0.6], [-0.6, 1.3, 0.8], [-0.7, 0.0, 0.7], [1.1, -0.7, 0.3], [0.1, 0.7, 1.2], [-2.2, -0.7, -1.3], [-1.1, -1.6, 1.5], [-0.4, -0.5, 0.5], [-0.2, 1.2, -0.6], [-0.6, 0.7, -0.6], [0.0, -0.2, -0.7], [0.4, 0.8, 0.3], [0.3, -0.3, -0.1], [1.2, -0.2, 1.0], [1.4, 0.8, -1.4], [-0.7, 1.0, 0.4], [-2.5, -0.4, -1.5], [-0.7, 0.2, 0.2], [0.3, -0.8, -0.9], [-0.2, -0.2, -0.2], [-0.1, -0.2, 0.0], [0.6, 0.6, 0.3], [1.2, 0.7, 0.8], [0.0, -0.5, 0.6], [0.6, -0.9, -0.9], [0.2, 0.4, 0.6], [1.2, 0.0, 0.5], [-1.3, 1.5, 0.6], [0.5, -0.7, -1.8], [-1.3, 0.1, 0.3], [-0.1, 1.2, 1.3], [0.1, -1.3, -0.3], [0.5, 0.0, -0.8], [0.5, -0.3, 0.2], [0.0, 0.3, 0.5], [0.2, 0.0, 0.4], [0.5, 0.3, 0.1], [0.0, -0.4, -0.1], [0.3, -0.8, -0.5], [0.5, -0.9, 1.3], [-1.5, 0.6, -0.9], [-0.2, 0.1, 0.5], [0.1, 0.6, 0.3], [0.6, 0.0, 0.5], [0.3, 0.6, -0.6], [-0.2, -0.1, -0.9], [-0.2, -0.6, 0.5], [0.3, -0.3, -0.1], [-0.4, -0.5, 0.2], [1.0, 0.5, -0.4], [0.0, 0.0, -0.4], [0.5, 0.9, -0.5], [-0.4, -1.1, -0.1], [0.1, 0.4, 0.7], [0.2, 0.3, 1.2], [-0.3, -0.4, -0.4], [0.1, 0.0, -0.7], [-0.5, -0.5, 0.8], [0.4, -0.2, -0.5], [-0.1, 0.7, -0.4], [-0.3, -0.1, 0.1], [-0.2, 0.4, -0.7], [0.5, -0.3, 0.7]], "multiplicity": 1, "e_above_lowest_kcal_mol": 0.00, "lumo_ha": 0.01372}


Record 2
{"formula": "C13H44Na5O13", "method": "ωB97M-V with the def2-TZVPD basis set", "elements": ["Na", "Na", "Na", "Na", "Na", "O", "C", "C", "O", "H", "H", "H", "H", "O", "C", "C", "O", "H", "H", "H", "H", "O", "H", "H", "O", "H", "H", "O", "H", "H", "O", "H", "H", "O", "H", "H", "O", "H", "H", "C", "C", "C", "O", "H", "H", "H", "H", "H", "H", "H", "H", "C", "C", "C", "O", "H", "H", "H", "H", "H", "H", "H", "H", "C", "C", "C", "O", "H", "H", "H", "H", "H", "H", "H", "H"], "xyz": [[2.2293, 15.9285, -16.4543], [7.4595, 16.7510, -19.9301], [11.9967, 13.1217, -16.8156], [7.0554, 13.5020, -24.9343], [12.4150, 15.2890, -21.9699], [8.1387, 12.1505, -20.1483], [7.1052, 11.3279, -19.7149], [5.6972, 11.9685, -19.2924], [4.9886, 12.9228, -20.1381], [7.5267, 10.7543, -18.8895], [6.9784, 10.5549, -20.4729], [5.6905, 12.4608, -18.3200], [4.9545, 11.1950, -19.0968], [3.8831, 10.0270, -11.8720], [2.9583, 9.6385, -12.8491], [1.7694, 10.6728, -13.2174], [2.0167, 12.0775, -12.9558], [2.6876, 8.5906, -12.7194], [3.5668, 9.6721, -13.7529], [1.0262, 10.2224, -12.5595], [1.3490, 10.6165, -14.2215], [9.0312, 9.8623, -26.2356], [9.2480, 9.3873, -27.0379], [9.8713, 9.9807, -25.7924], [-0.9680, 12.5411, -19.0447], [-0.0778, 12.5372, -19.3965], [-0.8713, 12.2333, -18.1435], [9.5469, 10.8712, -13.7336], [8.7375, 10.3647, -13.6671], [10.0840, 10.5622, -13.0041], [1.2498, 17.8964, -21.6281], [1.6988, 18.6164, -21.1849], [1.8619, 17.1625, -21.5742], [1.5041, 13.7977, -24.6528], [1.3647, 14.6884, -24.9745], [2.1407, 13.8953, -23.9447], [12.7242, 10.1046, -23.1966], [12.1667, 10.6217, -22.6152], [13.3992, 10.7169, -23.4891], [15.7285, 7.0553, -18.9735], [14.6083, 7.5510, -18.0223], [14.1062, 6.4521, -17.0766], [15.0786, 8.5986, -17.2013], [15.6369, 6.0278, -19.3257], [16.6662, 7.1684, -18.4296], [15.7223, 7.6756, -19.8697], [13.7521, 7.8560, -18.6239], [13.7834, 5.5811, -17.6468], [13.1730, 6.6635, -16.5546], [14.8915, 6.2099, -16.3605], [15.3083, 9.4134, -17.6541], [-1.4732, 6.8483, -21.4371], [0.0197, 7.0367, -21.2430], [0.4201, 6.6688, -19.8282], [0.7550, 6.1945, -22.1343], [-1.7212, 5.7869, -21.4472], [-1.8414, 7.3712, -22.3198], [-2.0200, 7.2753, -20.5964], [0.3036, 8.0444, -21.5463], [0.0229, 7.4955, -19.2392], [1.4877, 6.4561, -19.7732], [-0.0877, 5.8498, -19.3189], [1.6670, 6.0294, -21.8843], [9.6665, 3.3716, -21.8029], [8.2693, 3.3137, -21.2162], [8.2358, 3.5101, -19.7047], [7.6424, 4.3716, -21.8594], [10.0981, 4.3465, -21.5761], [9.7009, 3.1198, -22.8628], [10.2615, 2.5951, -21.3220], [7.8027, 2.3753, -21.5159], [8.8042, 4.4270, -19.5487], [8.8425, 2.7257, -19.2522], [7.2484, 3.4761, -19.2444], [8.2518, 5.1041, -21.9761]], "atomic_forces_ev_per_a": [[0.0, -0.3, 0.0], [0.2, -0.6, -0.1], [-0.3, -0.1, -0.2], [0.0, -0.3, 0.4], [-0.2, 0.0, 0.2], [-0.9, 0.3, 0.4], [1.7, 1.1, -0.9], [-2.2, 2.0, -1.1], [1.7, -1.2, 0.8], [-0.6, -0.1, 1.1], [-1.0, -0.2, -0.5], [1.2, 0.2, 0.5], [0.3, -1.1, -0.3], [-3.3, -0.8, -2.7], [4.6, 0.1, 3.3], [-0.3, 6.1, 0.2], [-0.6, -5.4, -0.6], [-0.9, 0.1, 0.2], [-0.1, 0.6, -0.9], [0.0, 0.0, 0.8], [0.6, -0.7, -0.3], [-0.3, 0.3, 0.1], [0.0, -0.2, -0.2], [0.3, -0.1, 0.2], [-0.2, 0.2, 0.0], [0.3, -0.1, -0.2], [-0.1, -0.2, 0.2], [0.2, 0.2, -0.2], [-0.3, -0.1, 0.0], [0.1, -0.1, 0.2], [-0.2, 0.0, 0.0], [0.1, 0.3, 0.0], [0.1, -0.3, 0.0], [0.1, -0.1, -0.1], [-0.2, 0.2, -0.1], [0.1, -0.1, 0.3], [0.0, -0.2, -0.1], [-0.3, 0.1, 0.2], [0.2, 0.1, -0.1], [-0.4, 0.4, 0.4], [-0.2, -1.2, -0.3], [-0.1, -0.1, -0.3], [-0.1, 0.4, 0.8], [-0.2, 0.0, 0.3], [0.1, -0.1, -0.2], [0.3, 0.1, 0.0], [-0.1, 0.3, -0.1], [0.6, -0.2, -0.2], [0.2, 0.8, 0.3], [-0.1, -0.2, 0.0], [0.0, -0.3, -0.5], [-0.1, 0.1, -0.1], [0.7, -1.3, -0.1], [-0.6, 0.8, 0.5], [-0.8, -0.7, -1.2], [0.0, 0.0, -0.3], [0.0, -0.3, -0.2], [0.1, 0.1, 0.1], [-0.1, 0.4, 0.7], [0.9, 0.4, 0.5], [0.0, 0.6, 0.4], [-0.2, -0.6, -0.9], [-0.1, 0.4, 0.4], [0.6, -1.6, 1.0], [0.9, 0.2, -0.3], [1.0, -0.6, -0.4], [-2.3, 0.9, -0.7], [0.2, 0.0, -0.2], [-0.3, 0.4, 0.0], [0.5, 0.1, 0.1], [-0.3, 0.1, 0.0], [-0.4, 0.3, 0.5], [-0.1, -0.2, 0.2], [0.1, 0.4, -0.3], [0.0, -0.1, 0.1]], "total_charge": 1, "multiplicity": 1, "lumo_ha": -0.17254}


Record 3
{"formula": "C13H46BO12", "method": "ωB97M-V with the def2-TZVPD basis set", "elements": ["O", "C", "C", "B", "O", "C", "C", "O", "H", "H", "H", "H", "H", "H", "H", "H", "H", "H", "C", "O", "H", "H", "H", "H", "C", "O", "H", "H", "H", "H", "C", "O", "H", "H", "H", "H", "C", "O", "H", "H", "H", "H", "C", "O", "H", "H", "H", "H", "C", "O", "H", "H", "H", "H", "C", "O", "H", "H", "H", "H", "C", "O", "H", "H", "H", "H", "C", "O", "H", "H", "H", "H"], "xyz": [[2.8497, 1.0402, 0.9619], [2.1225, 2.1239, 0.2820], [1.4612, 3.0908, 1.2567], [-0.1375, 3.5193, 0.9333], [-0.6639, 2.8436, -0.2857], [-1.2422, 1.6189, 0.1229], [-1.2289, 1.6498, 1.6682], [-1.0314, 2.9944, 2.0167], [3.4455, 1.5023, 1.5675], [2.8720, 2.6483, -0.3185], [1.4124, 1.6156, -0.3643], [1.4925, 2.6539, 2.2630], [2.0579, 4.0096, 1.2877], [-0.2283, 4.7454, 0.8397], [-0.6385, 0.7893, -0.2754], [-2.2521, 1.4992, -0.2703], [-2.1641, 1.2954, 2.1116], [-0.4105, 1.0095, 2.0433], [2.1631, 0.7197, 4.4053], [2.0459, -0.2580, 3.3913], [1.9829, 0.2133, 5.3557], [3.1643, 1.1664, 4.4373], [1.4227, 1.5172, 4.2963], [2.1981, 0.1820, 2.5345], [-5.6503, -0.8201, 1.3994], [-4.6758, 0.2147, 1.4574], [-5.1183, -1.7601, 1.2619], [-6.2335, -0.8849, 2.3227], [-6.3345, -0.6852, 0.5559], [-5.1313, 1.0536, 1.5719], [4.0832, 4.5452, -2.8127], [4.8880, 4.3171, -1.6587], [3.0645, 4.7374, -2.4830], [4.4506, 5.4086, -3.3725], [4.0873, 3.6722, -3.4657], [5.7819, 4.1438, -1.9719], [5.6611, 1.3674, -2.8245], [6.4861, 2.3555, -3.4574], [5.1451, 1.8493, -1.9986], [4.9210, 0.9747, -3.5254], [6.2758, 0.5489, -2.4426], [6.9340, 1.9239, -4.1888], [4.0606, 3.5387, -7.0350], [4.6473, 4.2817, -5.9799], [3.0235, 3.3635, -6.7579], [4.0797, 4.0842, -7.9836], [4.5497, 2.5694, -7.1735], [5.5699, 4.4453, -6.1922], [1.9851, -2.6028, 6.9925], [1.8826, -3.3245, 5.7759], [2.0199, -3.3342, 7.7983], [2.8980, -2.0009, 7.0231], [1.1206, -1.9507, 7.1455], [1.8509, -2.6917, 5.0482], [-4.0818, -1.0004, -2.3039], [-3.4550, -0.4601, -1.1592], [-3.4307, -0.8094, -3.1556], [-4.2266, -2.0824, -2.2055], [-5.0542, -0.5325, -2.4970], [-4.0347, -0.6109, -0.4050], [-5.4072, -4.6100, -0.1277], [-6.1530, -3.6266, -0.8419], [-5.5108, -4.3754, 0.9301], [-5.7821, -5.6172, -0.3112], [-4.3466, -4.5750, -0.3901], [-6.0642, -3.8129, -1.7803], [-4.9070, -8.6218, 0.5204], [-4.8381, -7.8985, -0.7007], [-4.7627, -7.9012, 1.3223], [-5.8801, -9.1022, 0.6545], [-4.1214, -9.3787, 0.5889], [-4.9598, -8.5152, -1.4275]], "atomic_forces_ev_per_a": [[0.1, 0.2, 0.2], [0.3, -0.1, 0.4], [-0.1, 0.1, -0.3], [0.0, 0.1, 0.1], [-0.1, -0.1, 0.0], [0.4, 0.2, 0.0], [0.1, 0.1, 0.0], [0.1, 0.0, 0.0], [0.0, -0.1, -0.2], [-0.2, 0.0, -0.3], [0.0, 0.0, 0.0], [-0.1, 0.0, 0.0], [0.1, 0.0, 0.1], [-0.1, 0.0, 0.0], [-0.2, -0.2, 0.1], [-0.1, 0.1, -0.1], [0.0, -0.1, -0.1], [0.0, 0.0, 0.0], [-0.1, -0.1, 0.0], [0.1, 0.0, 0.1], [0.0, 0.1, 0.1], [0.0, 0.0, 0.0], [0.0, 0.0, 0.0], [-0.1, -0.1, -0.2], [0.0, 0.2, 0.1], [-0.2, -0.3, 0.0], [0.0, 0.0, 0.0], [0.0, 0.0, 0.0], [0.0, -0.1, 0.0], [0.2, 0.1, -0.1], [0.1, -0.1, 0.1], [0.0, 0.1, 0.0], [0.0, 0.0, 0.1], [-0.1, 0.0, -0.1], [0.0, 0.1, -0.1], [0.0, -0.1, 0.0], [0.1, 0.0, -0.1], [0.0, -0.1, 0.1], [0.0, 0.0, 0.0], [0.0, 0.0, 0.1], [-0.1, 0.0, 0.1], [0.0, 0.1, 0.0], [0.0, 0.0, 0.0], [0.0, 0.0, -0.2], [0.0, 0.0, 0.0], [0.0, 0.0, 0.0], [0.0, 0.0, 0.0], [0.0, 0.0, 0.1], [0.0, 0.0, -0.2], [0.0, 0.0, 0.0], [0.0, 0.0, 0.0], [0.0, 0.0, 0.1], [0.0, 0.0, 0.1], [0.0, 0.0, 0.0], [0.1, 0.0, 0.1], [-0.2, -0.3, -0.3], [0.0, 0.0, 0.0], [0.0, 0.0, -0.1], [0.0, 0.0, 0.0], [0.2, 0.3, 0.1], [0.0, 0.1, -0.1], [0.0, -0.1, 0.0], [0.0, 0.0, 0.0], [0.0, 0.0, 0.0], [0.0, 0.0, 0.0], [0.0, 0.0, 0.0], [0.0, 0.0, 0.0], [0.0, -0.1, 0.0], [0.0, 0.0, 0.0], [0.0, 0.0, 0.0], [0.0, 0.0, 0.0], [0.0, 0.0, 0.0]], "total_charge": -1, "multiplicity": 1, "lumo_ha": 0.06958}